Entry from the OMol25 dataset: a cluster of 9 separate species, C50H114O16 in total in a non-equilibrium geometry (ωB97M-V/def2-TZVPD).

Geometry as XYZ:
```
180
Properties=species:S:1:pos:R:3:forces:R:3:mulliken_charge:R:1
C -16.9600 -16.4244 1.6475 0.26 0.38 -0.39 -0.537
C -18.3287 -16.9607 1.3179 0.17 0.14 -0.34 -0.417
O -19.0804 -16.9572 2.5381 0.10 0.24 0.40 -0.297
C -20.3005 -17.5007 2.4926 0.03 0.14 0.61 0.698
C -20.9826 -17.4877 3.8384 0.57 0.14 0.04 -0.964
O -20.7749 -17.9586 1.4983 -0.46 -0.37 -0.84 -0.561
H -16.4439 -17.1012 2.3220 0.07 0.18 0.17 0.026
H -17.0252 -15.4008 2.0253 -0.13 -0.22 0.50 0.434
H -16.3404 -16.2842 0.7562 -0.16 -0.50 -0.13 0.169
H -18.8117 -16.3142 0.5812 -0.20 -0.13 0.07 0.365
H -18.3087 -17.9779 0.9315 0.12 0.01 -0.07 0.285
H -22.0403 -17.2893 3.7157 -0.10 -0.06 -0.02 0.318
H -20.5111 -16.7464 4.4803 -0.13 0.04 0.04 0.299
H -20.8353 -18.4622 4.3058 -0.13 -0.04 -0.06 0.239
C -12.5678 -18.2285 -1.2330 0.28 0.35 0.02 -0.945
C -12.9991 -19.5601 -0.6986 -0.72 0.30 0.63 1.079
O -14.2317 -19.2638 0.0205 0.46 0.23 -0.29 -0.286
C -14.8241 -20.1287 0.8397 0.29 -0.55 -0.09 0.434
C -14.2078 -21.4709 1.1087 -0.33 -0.38 -0.38 0.021
O -15.8481 -19.8077 1.3639 -0.92 0.48 0.50 -0.702
H -13.2749 -17.8831 -1.9843 0.23 0.01 -0.28 0.728
H -11.5365 -18.2745 -1.5787 -0.08 -0.04 -0.45 0.076
H -12.5541 -17.4694 -0.4499 -0.09 -0.24 0.15 -0.668
H -13.2731 -20.2551 -1.4940 0.38 -0.16 0.03 0.599
H -12.2483 -19.9492 -0.0089 -0.07 -0.34 -0.14 -0.916
H -14.9840 -22.0828 1.5598 0.02 0.11 0.24 0.062
H -13.3585 -21.3931 1.7799 0.16 -0.03 -0.11 -0.125
H -13.9225 -22.0019 0.1967 0.32 0.24 0.01 0.385
C -10.7828 -21.9435 3.2146 -0.12 -0.01 0.89 -0.974
O -11.2702 -22.1863 1.9206 -0.21 0.03 0.10 0.186
C -10.5323 -23.1829 1.2854 1.94 -0.36 -0.06 -1.015
C -10.7794 -23.2553 -0.1880 -1.13 0.31 -0.16 -0.509
O -10.1912 -22.1148 -0.7676 0.05 -0.11 -0.32 -0.032
C -10.4559 -22.0545 -2.1527 0.48 -0.20 -0.56 -0.463
C -9.5888 -20.9316 -2.6712 0.08 0.14 0.10 0.016
O -9.7014 -20.8023 -4.0646 -0.10 -0.13 -0.04 -0.367
C -8.8707 -19.7701 -4.5560 -0.43 0.24 0.05 -0.668
H -10.7981 -22.8529 3.8323 0.11 -0.02 -0.19 0.357
H -11.4276 -21.2285 3.7279 -0.13 0.06 -0.28 0.177
H -9.7675 -21.5269 3.2291 0.00 -0.15 -0.23 0.300
H -10.5364 -24.1553 1.7999 -0.78 0.03 -0.08 0.580
H -9.4461 -22.9447 1.3254 -0.22 0.24 0.17 0.256
H -11.8448 -23.1975 -0.4596 -0.07 -0.41 0.36 0.088
H -10.3795 -24.1904 -0.5982 0.16 0.06 -0.01 0.497
H -11.5136 -21.8910 -2.4021 -0.01 0.09 0.30 0.139
H -10.1626 -22.9964 -2.6399 -0.02 0.04 0.05 0.414
H -8.5476 -21.1482 -2.3903 -0.06 0.12 0.05 0.393
H -9.9085 -20.0097 -2.1635 0.17 0.09 -0.06 -0.189
H -7.8119 -20.0031 -4.4046 -0.01 0.08 0.02 0.351
H -9.1339 -18.8192 -4.0707 0.25 -0.06 0.08 0.162
H -9.0828 -19.6390 -5.6148 0.08 -0.21 -0.06 0.302
C -16.5621 -20.3591 4.7041 0.97 0.38 0.33 -0.382
O -16.9028 -21.3967 5.5980 -0.01 -0.26 -0.33 -0.396
C -15.7732 -22.1493 5.9973 -0.27 0.33 0.29 -0.177
C -16.2099 -23.2317 6.9509 0.35 0.06 -0.26 -0.786
O -16.7790 -24.2820 6.2154 -0.02 -0.12 -0.11 -0.126
C -17.5244 -25.1585 7.0165 -0.57 0.45 0.25 -0.398
C -18.0282 -26.2932 6.1674 0.51 -0.64 0.46 -0.652
O -18.8219 -25.8688 5.1095 0.02 0.15 -0.46 -0.265
C -20.1402 -25.5454 5.4693 -0.22 -0.77 0.14 -0.704
H -15.7759 -20.6447 3.9900 -0.28 -0.27 -0.03 0.032
H -16.1191 -19.5251 5.2786 -0.29 0.04 -0.15 0.355
H -17.4209 -20.0187 4.1368 -0.21 -0.08 0.14 0.234
H -15.0611 -21.5018 6.5398 0.02 -0.04 -0.28 0.367
H -15.2941 -22.6061 5.1208 0.11 0.09 0.09 0.100
H -16.9226 -22.8071 7.6684 0.03 -0.07 0.03 0.334
H -15.3155 -23.6004 7.4776 -0.15 0.06 0.18 0.378
H -18.4004 -24.6189 7.4190 0.25 0.00 0.15 0.251
H -16.9325 -25.5196 7.8700 -0.03 -0.14 -0.09 0.338
H -18.5750 -27.0097 6.7996 0.02 0.05 0.07 0.412
H -17.1634 -26.8249 5.7621 -0.11 0.04 -0.22 0.285
H -20.6999 -26.4576 5.7449 0.10 0.08 -0.13 0.295
H -20.5833 -25.1312 4.5712 -0.23 0.33 0.17 0.226
H -20.2087 -24.8916 6.3436 0.04 0.35 -0.30 0.281
C -15.9371 -24.9830 1.1744 -0.15 0.15 -0.47 -0.272
O -14.9095 -25.9316 1.1321 0.34 -0.68 0.71 -0.452
C -13.6056 -25.4714 0.8798 -0.86 1.51 -0.61 0.302
C -12.5980 -26.5454 1.1656 -0.41 0.15 -0.10 -0.634
O -13.0039 -27.6844 0.4410 0.48 -0.09 0.31 -0.245
C -12.0202 -28.6985 0.3958 0.40 0.21 -0.34 -0.524
C -12.7117 -30.0162 0.1291 0.43 -0.03 -0.49 -0.461
O -11.7467 -31.0356 0.2807 0.11 0.00 0.51 -0.306
C -12.3153 -32.2997 0.4747 -0.39 -0.52 -0.23 -0.724
H -16.8432 -25.5391 1.3991 -0.07 0.06 0.09 0.327
H -16.0797 -24.5026 0.1919 0.10 0.06 0.13 0.091
H -15.8018 -24.2067 1.9370 0.17 -0.10 0.03 0.040
H -13.3914 -24.5542 1.4638 0.08 -0.32 0.18 -0.026
H -13.5951 -25.1199 -0.1706 0.40 -0.33 0.04 0.179
H -12.5815 -26.7128 2.2539 0.02 -0.33 -0.15 0.334
H -11.5996 -26.1890 0.8686 -0.07 -0.11 -0.09 0.336
H -11.4154 -28.7580 1.3112 -0.36 -0.04 0.14 0.346
H -11.3008 -28.4843 -0.4119 -0.10 -0.03 0.07 0.239
H -13.0337 -30.0633 -0.9186 -0.51 0.23 0.17 0.264
H -13.5603 -30.1183 0.8133 0.02 -0.15 -0.04 0.362
H -11.5119 -33.0177 0.6240 0.06 0.07 0.09 0.254
H -12.8994 -32.6449 -0.3960 0.12 0.22 0.03 0.288
H -12.9971 -32.3266 1.3366 0.18 0.09 0.02 0.310
C -7.6505 -17.1659 1.8520 0.20 0.08 -0.02 -0.519
O -7.1564 -18.4971 1.8242 0.02 0.24 -0.23 -0.465
C -8.1077 -19.5150 2.0109 0.60 -0.16 0.36 -0.849
C -9.2265 -19.5627 1.0167 -0.41 -0.35 -0.19 1.023
O -10.1160 -18.4660 1.0822 0.20 0.56 -0.01 -0.116
C -10.9579 -18.5509 2.2025 -0.65 -1.17 0.01 1.179
C -11.6021 -17.2227 2.4696 0.58 1.30 -0.35 0.009
O -12.5126 -17.2020 3.5365 -0.01 -0.24 0.16 -0.553
C -13.7021 -17.8869 3.2485 -0.60 -0.87 -0.33 0.230
H -6.7734 -16.5356 2.0027 -0.10 0.03 0.02 0.319
H -8.3684 -16.9866 2.6622 0.12 -0.17 0.06 0.198
H -8.1398 -16.8785 0.9178 0.04 -0.10 0.00 0.144
H -8.4504 -19.4860 3.0553 -0.24 0.05 -0.09 0.387
H -7.5583 -20.4559 1.9018 0.04 0.04 0.03 0.425
H -9.7883 -20.4933 1.1586 0.02 0.02 0.00 -0.725
H -8.8403 -19.6094 0.0008 0.15 0.19 -0.06 0.212
H -10.4368 -18.9084 3.1002 0.04 0.21 -0.06 0.371
H -11.7074 -19.3258 1.9599 -0.06 0.15 0.29 -1.226
H -12.0138 -16.8086 1.5320 -0.34 -0.30 0.22 -0.362
H -10.8200 -16.4998 2.7328 -0.01 -0.17 0.10 0.304
H -13.5435 -18.9521 3.0168 0.22 0.16 -0.12 -0.213
H -14.2337 -17.4512 2.3959 0.05 0.07 0.03 0.010
H -14.3704 -17.9314 4.1079 0.20 0.55 0.17 0.187
C -15.9551 -27.5765 -6.5544 0.13 0.40 -0.47 -1.271
C -16.7574 -26.3407 -6.1557 -0.94 -0.41 0.27 -0.411
C -15.9822 -25.2703 -5.3968 0.06 -0.26 -0.27 -0.491
C -16.8528 -24.0969 -4.9813 -0.58 0.23 -0.33 -0.460
C -16.2025 -23.1210 -4.0047 0.20 -0.86 0.07 0.315
C -17.0814 -21.9238 -3.7268 0.37 0.35 0.30 -0.952
H -15.2351 -27.3307 -7.3434 0.10 0.03 0.21 0.306
H -16.5976 -28.3399 -6.9940 -0.07 -0.08 0.22 0.375
H -15.4115 -27.9900 -5.7043 -0.04 -0.08 -0.02 0.312
H -17.3023 -25.9437 -7.0227 0.43 0.20 -0.06 0.346
H -17.5916 -26.6648 -5.5111 0.25 -0.01 0.06 0.286
H -15.1421 -24.9315 -6.0179 -0.02 0.08 0.15 0.276
H -15.5533 -25.7519 -4.5071 0.04 0.16 -0.05 0.261
H -17.2545 -23.5787 -5.8671 0.45 0.08 -0.02 -0.133
H -17.7876 -24.4584 -4.5239 0.29 -0.17 0.18 0.532
H -15.9843 -23.7300 -3.1130 -0.15 0.39 0.13 0.173
H -15.2133 -22.7890 -4.3451 -0.15 -0.01 -0.21 -0.035
H -18.1045 -22.1843 -3.4594 -0.08 -0.09 -0.26 0.423
H -16.6980 -21.3449 -2.8929 0.14 0.13 0.24 0.159
H -17.0434 -21.2532 -4.5858 -0.39 -0.05 -0.08 -0.010
C -12.8210 -20.2766 -5.7722 0.33 -0.61 -0.10 -0.815
C -13.6340 -20.3615 -7.0671 0.00 0.08 0.20 -0.725
C -15.1071 -20.6466 -6.8026 -0.54 0.40 -0.53 0.222
C -16.0253 -20.3792 -8.0088 1.11 -0.29 -0.23 -0.989
C -17.4666 -20.7534 -7.7607 -0.82 0.76 -0.57 0.285
C -18.4080 -20.2057 -8.8699 0.42 -0.40 0.40 -1.499
H -13.0139 -21.1791 -5.1784 -0.10 0.15 0.06 0.106
H -13.0271 -19.4105 -5.1454 -0.20 0.11 -0.10 0.342
H -11.7429 -20.3115 -5.9547 -0.09 0.20 -0.08 0.236
H -13.5573 -19.4471 -7.6644 0.14 0.03 0.11 0.421
H -13.2091 -21.1663 -7.6737 -0.07 0.03 -0.09 0.330
H -15.4828 -19.9605 -6.0336 0.20 -0.37 0.38 0.319
H -15.2353 -21.6914 -6.5041 -0.04 0.11 0.34 -0.231
H -15.9486 -19.3133 -8.2579 -0.14 -0.03 0.04 0.353
H -15.5918 -20.9009 -8.8751 -0.31 -0.05 -0.02 0.299
H -17.6284 -21.8306 -7.6760 0.22 0.02 0.19 0.019
H -17.7599 -20.2655 -6.8222 -0.09 -0.32 0.04 0.215
H -19.4530 -20.4180 -8.6412 0.01 0.08 0.05 0.404
H -18.2715 -19.1266 -8.9613 -0.10 -0.03 -0.09 0.356
H -18.1905 -20.6747 -9.8328 0.07 0.10 0.01 0.343
C -13.8376 -14.8934 -0.4891 -0.78 0.35 0.58 -1.291
C -12.3889 -14.4676 -0.6725 -0.60 -0.25 0.15 0.015
C -11.9717 -14.5165 -2.1212 0.54 0.09 -0.24 -0.549
C -10.4993 -14.1729 -2.3332 0.27 0.82 -0.03 -0.712
C -9.8725 -14.7673 -3.5753 0.09 -0.39 -0.17 0.049
C -8.4052 -14.3459 -3.7671 -0.82 -0.54 -0.06 -1.332
H -14.5490 -14.2693 -1.0417 0.27 0.13 -0.09 0.638
H -14.1264 -14.7794 0.5630 0.02 -0.14 -0.07 0.345
H -14.0807 -15.9157 -0.7772 0.34 -0.09 -0.04 0.158
H -12.2808 -13.4596 -0.2645 0.14 0.04 -0.06 0.569
H -11.7567 -15.1206 -0.0609 0.13 0.04 -0.13 -0.152
H -12.5459 -13.7868 -2.6987 -0.25 -0.18 0.00 0.374
H -12.1963 -15.5064 -2.5336 0.03 -0.01 0.03 0.183
H -10.4127 -13.0810 -2.4420 -0.07 -0.06 0.14 0.296
H -9.8813 -14.3885 -1.4527 -0.15 -0.34 -0.02 0.282
H -9.9559 -15.8599 -3.5200 0.16 -0.01 0.00 -0.053
H -10.4632 -14.4998 -4.4596 0.04 0.17 0.09 0.344
H -8.3283 -13.2657 -3.6602 0.23 0.04 -0.08 0.357
H -7.7800 -14.8478 -3.0293 0.12 0.17 0.07 0.306
H -8.0811 -14.6620 -4.7582 0.22 0.19 0.00 0.378
```
Forces are in eV/Å.

* SMILES: CCOC(C)=O.CCOC(C)=O.COCCOCCOC.COCCOCCOC.COCCOCCOC.COCCOCCOC.CCCCCC.CCCCCC.CCCCCC
* max |F|: 0.038 Eh/bohr
* multiplicity: 1
* E_tot: -3177.09003 Ha
* charge: 0
* Kohn-Sham gap: 9.90 eV